[1]
This record from the Open Molecules 2025 dataset describes a structure of composition C27H38B2F3HgN2O21S at a distorted geometry. The level of theory is wB97M-V/def2-TZVPD.

XYZ file:
```
95
Properties=species:S:1:pos:R:3
Hg -0.348 -0.843 0.623
O 7.459 1.602 1.011
C 6.423 1.648 1.611
O 5.547 0.670 1.715
B 4.487 1.079 2.664
O 4.872 2.423 3.153
C 5.976 2.792 2.530
O 6.617 3.774 2.784
O 4.297 0.055 3.726
C 3.143 -0.559 3.546
O 2.682 -1.411 4.232
C 2.424 0.147 2.363
O 3.183 1.140 2.026
O 1.288 -0.034 2.018
O 2.883 5.265 -4.841
C 2.391 4.236 -4.488
O 2.592 3.600 -3.350
B 2.039 2.255 -3.435
O 1.510 2.141 -4.805
C 1.563 3.315 -5.419
O 1.297 3.589 -6.549
O 3.159 1.290 -3.273
C 2.827 0.402 -2.361
O 3.433 -0.543 -1.975
C 1.446 0.854 -1.788
O 1.036 1.933 -2.397
O 0.815 0.261 -0.953
C -4.107 -0.447 2.824
F -3.598 0.775 2.984
F -4.487 -0.896 4.003
F -5.131 -0.386 1.994
S -2.766 -1.638 2.140
O -1.533 -1.102 2.695
O -3.182 -2.978 2.486
O -2.630 -1.456 0.693
C 0.629 -4.404 -2.223
C -0.417 -3.718 -1.330
C -1.661 -4.610 -1.135
C -1.434 -5.803 -0.214
C -0.928 -5.304 1.139
C 0.328 -4.438 1.052
N 0.086 -3.378 0.030
O 1.233 -2.525 -0.052
C 0.440 -3.770 2.455
C 1.542 -5.406 0.908
C -0.863 -2.472 -2.074
H 0.324 -4.407 -3.270
H 1.108 -5.334 -1.923
H 1.481 -3.713 -2.316
H -2.526 -4.070 -0.749
H -1.806 -5.042 -2.130
H -0.736 -6.464 -0.741
H -2.371 -6.353 -0.118
H -0.736 -6.090 1.870
H -1.774 -4.732 1.529
H 0.846 -4.497 3.152
H 1.172 -2.965 2.353
H -0.530 -3.386 2.745
H 2.437 -4.779 0.973
H 1.500 -6.133 1.708
H 1.522 -5.889 -0.068
H -1.606 -1.836 -1.590
H -1.310 -2.835 -3.004
H -0.011 -1.883 -2.424
H 2.003 -3.119 -0.106
C 0.473 2.985 1.263
C -0.884 3.479 0.743
C -0.554 4.531 -0.310
C -1.761 4.912 -1.165
C -2.343 3.718 -1.870
C -2.643 2.545 -0.869
N -1.507 2.338 0.042
O -1.637 1.196 0.864
C -3.974 2.823 -0.159
C -2.804 1.315 -1.756
C -1.691 4.076 1.926
H 0.233 2.364 2.131
H 1.070 3.783 1.712
H 1.059 2.446 0.528
H -0.095 5.445 0.071
H 0.253 4.135 -0.935
H -1.547 5.785 -1.785
H -2.604 5.261 -0.552
H -1.766 3.342 -2.717
H -3.308 4.036 -2.276
H -4.083 3.785 0.340
H -4.786 2.814 -0.891
H -4.191 2.069 0.603
H -1.823 0.919 -2.019
H -3.396 0.565 -1.222
H -3.333 1.590 -2.668
H -1.564 5.155 2.000
H -1.335 3.670 2.878
H -2.750 3.834 1.905
H -2.263 1.481 1.551
```

Computed properties:
* charge: -1
* HOMO: -0.26792 hartree
* max |F|: 2.103 eV/A
* E_LUMO: 1.2 eV

Here are the Löwdin charges for atoms 1 to 4, given in e: number 1, Hg, carries 1.297; number 2, O, carries 0.154; number 3, C, carries -0.398; number 4, O, carries 0.234

[2]
This record from the Open Molecules 2025 dataset describes a structure of composition C5H9NO at a distorted geometry. The level of theory is wB97M-V/def2-TZVPD.

XYZ file:
```
16
Properties=species:S:1:pos:R:3
C 0.517 0.958 -1.300
C 0.419 -0.479 -0.793
O 1.700 -0.988 -0.442
C -0.496 -0.693 0.446
C -0.367 0.317 1.573
C -2.160 -0.350 -0.377
N -2.261 -1.287 0.355
H -0.469 1.355 -1.561
H 1.163 0.990 -2.184
H 0.957 1.614 -0.536
H 0.051 -1.132 -1.591
H 2.185 -0.291 0.017
H -0.270 -1.700 0.797
H -0.986 0.021 2.424
H -0.660 1.323 1.259
H 0.679 0.344 1.912
```

Computed properties:
* HOMO: -0.39875 hartree
* max |F|: 1.067 eV/A
* E_LUMO: 0.8 eV

Here are the natural (NBO) charges for atoms 1 to 4, given in e: number 1, C, carries -0.649; number 2, C, carries 0.070; number 3, O, carries -0.703; number 4, C, carries -0.066

[3]
This record from the Open Molecules 2025 dataset describes a cluster of 6 separate species, C26H63Cl2N2O14P3 in total at a distorted geometry. The level of theory is wB97M-V/def2-TZVPD.

XYZ file:
```
110
Properties=species:S:1:pos:R:3
C -3.663 4.819 6.971
C -2.370 5.011 6.157
O -2.326 6.359 5.680
P -0.997 7.283 6.048
O -0.424 7.057 7.414
O -1.441 8.793 5.605
C -2.504 9.459 6.382
C -2.435 11.047 6.149
O -0.033 6.868 4.798
C 1.220 7.519 4.621
C 1.060 8.562 3.670
H -3.716 5.558 7.771
H -4.461 5.067 6.272
H -3.868 3.809 7.325
H -1.518 4.682 6.752
H -2.395 4.350 5.291
H -3.494 9.060 6.161
H -2.247 9.281 7.426
H -1.552 11.443 6.652
H -2.495 11.246 5.079
H -3.334 11.523 6.540
H 1.834 7.778 5.484
H 1.809 6.731 4.152
H 2.023 8.820 3.229
H 0.299 8.261 2.950
H 0.703 9.483 4.131
C 6.644 -5.739 -5.134
C 5.938 -4.701 -6.042
O 6.488 -4.665 -7.338
P 5.623 -5.205 -8.618
O 4.161 -4.962 -8.654
O 6.318 -4.630 -9.971
C 7.349 -3.689 -10.088
C 8.184 -3.958 -11.326
O 6.081 -6.815 -8.667
C 7.422 -7.206 -9.072
C 7.494 -8.726 -8.719
H 7.698 -5.465 -5.185
H 6.175 -5.676 -4.152
H 6.527 -6.758 -5.503
H 4.890 -5.002 -6.045
H 5.938 -3.671 -5.686
H 6.961 -2.670 -10.071
H 7.846 -3.833 -9.129
H 7.559 -3.814 -12.208
H 8.984 -3.219 -11.374
H 8.648 -4.937 -11.206
H 7.400 -7.188 -10.162
H 8.158 -6.633 -8.509
H 7.685 -8.976 -7.676
H 6.631 -9.288 -9.078
H 8.404 -9.111 -9.180
C -7.549 -4.116 7.261
C -7.068 -3.778 5.852
O -7.963 -2.883 5.186
P -7.847 -2.467 3.594
O -6.576 -1.836 3.182
O -8.187 -3.870 2.873
C -7.339 -4.577 1.921
C -6.298 -5.453 2.626
O -9.166 -1.564 3.266
C -9.453 -0.371 4.068
C -9.059 0.827 3.189
H -7.255 -5.145 7.469
H -7.252 -3.420 8.046
H -8.634 -4.218 7.281
H -6.087 -3.317 5.740
H -7.018 -4.665 5.221
H -8.011 -5.247 1.385
H -6.982 -3.989 1.075
H -5.656 -4.815 3.233
H -6.753 -6.218 3.254
H -5.672 -6.001 1.922
H -10.517 -0.315 4.300
H -8.901 -0.453 5.004
H -9.020 1.777 3.723
H -8.081 0.603 2.765
H -9.879 1.012 2.494
C 4.974 -1.220 3.063
N 4.023 -2.035 3.867
C 3.953 -1.847 5.321
C 3.302 -2.985 3.246
O 2.604 -3.844 3.745
H 4.662 -0.176 3.087
H 5.033 -1.531 2.020
H 5.952 -1.211 3.544
H 4.898 -1.553 5.778
H 3.315 -0.983 5.508
H 3.539 -2.693 5.868
H 3.251 -2.791 2.163
C -1.235 3.434 -0.259
N -0.086 2.925 -1.005
C 0.873 3.848 -1.629
C -0.003 1.573 -1.218
O 0.945 1.025 -1.820
H -0.906 4.300 0.315
H -1.644 2.698 0.434
H -1.982 3.895 -0.906
H 1.848 3.484 -1.954
H 0.356 4.250 -2.501
H 0.964 4.759 -1.038
H -0.824 0.973 -0.797
Cl 1.079 2.129 -10.532
C 0.780 0.653 -9.514
C 1.327 0.876 -8.079
Cl 3.116 1.257 -7.985
H 1.476 -0.058 -9.959
H -0.226 0.237 -9.457
H 1.114 -0.004 -7.472
H 0.859 1.778 -7.684
```

Computed properties:
* HOMO: -0.33926 hartree
* SMILES: CCOP(=O)(OCC)OCC.CCOP(=O)(OCC)OCC.CCOP(=O)(OCC)OCC.CN(C)C=O.CN(C)C=O.ClCCCl
* max |F|: 3.319 eV/A
* E_LUMO: 0.4 eV

Here are the Löwdin charges for atoms 1 to 4, given in e: number 1, C, carries -0.069; number 2, C, carries -0.287; number 3, O, carries -0.200; number 4, P, carries 0.527

[4]
This record from the Open Molecules 2025 dataset describes a structure of composition C24H31BN13OSTi at a distorted geometry. The level of theory is wB97M-V/def2-TZVPD.

XYZ file:
```
72
Properties=species:S:1:pos:R:3
Ti -0.492 -0.829 0.268
C -1.046 2.911 3.175
C -1.213 1.562 2.850
N -0.688 1.290 1.663
N -0.171 2.449 1.203
C -0.384 3.442 2.093
B 0.239 2.582 -0.273
N 1.380 1.590 -0.665
C 2.564 1.912 -1.223
C 3.034 0.824 -1.923
C 2.052 -0.149 -1.743
N 1.069 0.312 -0.977
N -0.998 2.122 -1.100
C -1.791 2.769 -1.979
C -2.780 1.902 -2.393
C -2.519 0.720 -1.705
N -1.451 0.854 -0.927
N 0.767 4.000 -0.495
C 1.766 4.570 0.231
C 2.002 5.823 -0.270
C 1.085 5.943 -1.329
N 0.357 4.850 -1.457
H -1.365 3.428 4.062
H -1.692 0.802 3.438
H -0.066 4.452 1.906
H 2.987 2.895 -1.114
H 3.942 0.747 -2.495
H 2.014 -1.142 -2.153
H -1.582 3.787 -2.237
H -3.576 2.097 -3.090
H -3.055 -0.213 -1.727
H 2.240 4.050 1.049
H 2.722 6.548 0.070
H 0.926 6.773 -1.997
N -1.785 -1.569 4.543
C -1.069 -1.636 3.371
S -1.750 -2.551 2.066
N 0.052 -0.995 3.334
N 0.644 -1.043 2.101
C 1.928 -0.994 2.106
C 2.721 -1.512 1.022
C 4.118 -1.526 1.088
C 4.861 -2.322 0.244
C 4.201 -3.161 -0.656
C 2.827 -3.148 -0.754
C 2.056 -2.278 0.034
O 0.756 -2.206 -0.130
H -2.401 -2.347 4.713
H -1.254 -1.248 5.339
H 2.437 -0.770 3.042
H 4.610 -0.911 1.833
H 5.941 -2.335 0.306
H 4.772 -3.830 -1.288
H 2.315 -3.787 -1.464
C -3.409 -2.963 -1.913
C -1.930 -2.897 -1.481
C -1.050 -2.701 -2.737
C -1.553 -4.239 -0.815
N -1.711 -1.812 -0.590
H -3.612 -3.906 -2.422
H -3.652 -2.147 -2.598
H -4.055 -2.895 -1.036
H -1.300 -3.454 -3.485
H -0.001 -2.795 -2.464
H -1.215 -1.708 -3.161
H -1.656 -5.046 -1.541
H -2.212 -4.433 0.031
H -0.528 -4.195 -0.452
N -3.330 -0.040 1.222
H -3.660 -0.867 0.744
H -3.865 0.762 0.901
H -3.515 -0.169 2.209
```

Computed properties:
* HOMO (spin up / spin down): -0.28426 / -0.28300 hartree
* max |F|: 1.122 eV/A
* multiplicity: 2
* E_LUMO (spin up / spin down): 0.2 / -1.5 eV
* <S²>: 0.77

Here are the Löwdin charges for atoms 1 to 4, given in e: number 1, Ti, carries 0.977; number 2, C, carries -0.040; number 3, C, carries -0.153; number 4, N, carries 0.025